--- 1 ---
A cluster of 2 separate species, C5H11N3 in total. Source: the Open Molecules 2025 dataset; level of theory: ωB97M-V with the def2-TZVPD basis set.

Geometry as XYZ:
```
19
Properties=species:S:1:pos:R:3
C 1.616 1.106 -0.891
C -0.070 1.233 1.087
C -1.069 -1.687 -1.042
N 0.995 0.619 0.347
C 2.319 0.817 0.373
C -2.215 -1.623 -0.097
N 3.323 0.730 1.104
N -2.780 -0.530 0.149
H 4.212 0.911 0.645
H -3.549 -0.570 0.815
H 1.482 2.149 -1.164
H 1.604 0.411 -1.721
H -2.498 -2.587 0.353
H 0.007 0.917 2.126
H -1.023 0.899 0.673
H -0.019 2.328 1.045
H -0.160 -1.908 -0.484
H -1.224 -2.483 -1.768
H -0.951 -0.734 -1.549
```

Results
SMILES string: [H]/N=C1\CN1C.[H]/N=C/C
Orbital gap, eV: 9.957

Löwdin population analysis, charges in e, atoms 1 to 4: C -0.040; C -0.061; C -0.100; N -0.081


--- 2 ---
A structure of composition C5H11N3. Source: the Open Molecules 2025 dataset; level of theory: ωB97M-V with the def2-TZVPD basis set.

Geometry as XYZ:
```
19
Properties=species:S:1:pos:R:3
C 0.272 2.255 -0.611
C -0.555 1.341 0.246
C 0.548 -0.252 1.989
N 0.404 0.934 1.712
N -1.779 1.587 0.452
H -2.233 0.937 1.092
H -0.069 2.203 -1.647
H 1.316 1.940 -0.603
H 0.214 3.287 -0.269
H 0.182 -1.030 1.188
H 1.082 -0.656 2.845
C 0.981 -1.813 -1.109
C -0.323 -1.359 -0.542
N -1.373 -2.029 -0.488
H -2.201 -1.536 -0.154
H -0.393 -0.037 -0.343
H 1.655 -0.966 -1.231
H 1.445 -2.532 -0.440
H 0.830 -2.272 -2.087
```

Results
Orbital gap, eV: 9.127

Löwdin population analysis, charges in e, atoms 1 to 4: C -0.069; C -0.471; C -0.128; N 0.068


--- 3 ---
A structure of composition C5H11N3. Source: the Open Molecules 2025 dataset; level of theory: ωB97M-V with the def2-TZVPD basis set.

Geometry as XYZ:
```
19
Properties=species:S:1:pos:R:3
C -0.828 -0.022 0.293
C -0.326 -1.433 0.610
C 1.267 -0.857 0.536
C 1.127 -0.301 -0.675
C 0.157 0.992 -0.523
H -2.737 -0.824 0.158
H -1.897 -1.072 -1.329
H -1.090 0.806 1.234
H -0.481 -2.060 -0.274
H -0.626 -1.662 1.612
H 1.437 -0.366 1.429
H 2.949 0.159 0.007
H 0.525 -0.782 -1.555
H -0.540 1.328 -1.424
H -0.855 2.529 0.154
H 1.098 2.646 0.095
N -2.034 -0.478 -0.454
N 2.474 -0.772 -0.351
N 0.381 2.170 0.456
```

Results
Orbital gap, eV: 9.252

Löwdin population analysis, charges in e, atoms 1 to 4: C -0.382; C -0.063; C -0.274; C -0.391


Order of stability, best first: 1, 2, 3


--- 1 ---
A cluster of 2 separate species, C3H9NOS in total. Source: the Open Molecules 2025 dataset; level of theory: ωB97M-V with the def2-TZVPD basis set.

Geometry as XYZ:
```
15
Properties=species:S:1:pos:R:3
C 1.746 -1.252 0.278
C 2.107 -0.010 -0.511
S 1.457 1.715 -0.011
H 2.602 -1.470 0.945
H 0.762 -1.173 0.828
H 1.676 -2.073 -0.363
H 1.769 -0.110 -1.565
H 3.201 0.173 -0.476
H 0.524 1.329 0.907
C -2.454 0.372 -0.626
N -2.951 0.517 0.703
O -1.522 -0.359 -1.016
H -2.952 1.005 -1.350
H -3.562 1.308 0.918
H -2.401 0.029 1.340
```

Results
SMILES string: NC=O.CCS
Orbital gap, eV: 9.447

Löwdin population analysis, charges in e, atoms 1 to 4: C -0.169; C -0.568; S 0.603; H 0.076


--- 2 ---
A cluster of 2 separate species, C3H9NOS in total. Source: the Open Molecules 2025 dataset; level of theory: ωB97M-V with the def2-TZVPD basis set.

Geometry as XYZ:
```
15
Properties=species:S:1:pos:R:3
C 1.946 -0.798 0.766
C -2.741 -0.902 0.252
C 1.197 -0.103 -0.342
N -0.359 1.940 -0.963
O -1.570 -1.061 -0.059
S 0.011 0.980 0.409
H 1.326 -1.464 1.324
H 2.804 -1.377 0.379
H 2.438 -0.117 1.500
H -3.191 -1.443 1.115
H -3.318 -0.275 -0.487
H -1.269 2.397 -0.976
H 0.476 -0.855 -0.808
H 1.785 0.518 -1.072
H 0.464 2.561 -1.038
```

Results
SMILES string: CCSN.C=O
Orbital gap, eV: 8.095

Löwdin population analysis, charges in e, atoms 1 to 4: C -0.200; C -0.126; C -0.561; N -0.343


Order of stability, best first: 1, 2


--- 1 ---
The molecule C4H9NO2. Source: the Open Molecules 2025 dataset; level of theory: ωB97M-V with the def2-TZVPD basis set.

Geometry as XYZ:
```
16
Properties=species:S:1:pos:R:3
C -0.090 -1.637 -0.873
C -0.440 -0.417 -0.022
C 0.399 -0.405 1.260
O -0.064 0.463 2.251
N -0.259 0.768 -0.875
C 0.099 2.031 -0.565
O 0.425 2.471 0.527
H -0.681 -1.672 -1.796
H -0.286 -2.561 -0.323
H 0.970 -1.622 -1.154
H -1.492 -0.465 0.289
H 0.322 -1.415 1.677
H 1.454 -0.229 0.989
H 0.095 1.365 1.913
H -0.536 0.643 -1.837
H 0.084 2.680 -1.460
```

Results
SMILES string: C[C@@H](CO)NC=O
Orbital gap, eV: 10.639

Löwdin population analysis, charges in e, atoms 1 to 4: C -0.062; C -0.339; C -0.254; O -0.063


--- 2 ---
The molecule C4H9NO2. Source: the Open Molecules 2025 dataset; level of theory: ωB97M-V with the def2-TZVPD basis set.

Geometry as XYZ:
```
16
Properties=species:S:1:pos:R:3
C 0.290 -0.735 0.885
C 0.601 -1.942 -0.001
O -0.248 -3.015 0.330
C 0.393 0.520 0.058
N -0.647 1.407 0.146
C -0.670 2.542 -0.773
O 1.373 0.753 -0.624
H -0.742 -0.909 1.169
H 0.994 -0.646 1.678
H 1.662 -2.155 0.087
H 0.493 -1.609 -1.028
H 0.279 -3.720 0.712
H -1.549 1.037 0.400
H -1.275 3.329 -0.315
H 0.304 2.862 -1.070
H -1.259 2.281 -1.656
```

Results
SMILES string: CNC(=O)CCO
Orbital gap, eV: 10.434

Löwdin population analysis, charges in e, atoms 1 to 4: C -0.083; C -0.263; O -0.051; C -0.517


Order of stability, best first: 1, 2


--- 1 ---
The molecule C4H9NO2. Source: the Open Molecules 2025 dataset; level of theory: ωB97M-V with the def2-TZVPD basis set.

Geometry as XYZ:
```
16
Properties=species:S:1:pos:R:3
O -1.151 -0.038 -2.535
C -0.277 -0.336 -1.771
O 0.825 -1.026 -2.126
C -0.390 -0.209 -0.269
C 0.951 0.149 0.431
C 0.722 0.395 1.925
N -1.510 0.674 0.157
H 0.740 -1.150 -3.085
H -0.627 -1.223 0.074
H 1.661 -0.669 0.375
H 1.255 1.089 -0.018
H 0.332 -0.498 2.419
H 0.018 1.203 2.123
H 1.637 0.733 2.416
H -2.008 0.843 -0.727
H -2.181 0.065 0.612
```

Results
SMILES string: CC[C@@H](N)C(=O)O
Orbital gap, eV: 10.634

Löwdin population analysis, charges in e, atoms 1 to 4: O 0.112; C -0.498; O 0.113; C -0.313


--- 2 ---
A cluster of 2 separate species, C4H9NO2 in total. Source: the Open Molecules 2025 dataset; level of theory: ωB97M-V with the def2-TZVPD basis set.

Geometry as XYZ:
```
16
Properties=species:S:1:pos:R:3
C -0.962 -0.322 -0.345
C 2.108 -0.110 -0.788
C -0.703 -1.327 0.755
C -1.632 0.955 0.114
N 1.593 0.942 -0.104
O -0.791 -0.582 -1.513
O 2.124 -0.171 -1.996
H 1.377 1.779 -0.622
H 2.338 -0.980 -0.146
H 1.951 0.781 0.873
H -1.658 -1.722 1.099
H -0.110 -2.155 0.375
H -2.644 0.718 0.444
H -1.685 1.664 -0.708
H -1.103 1.392 0.958
H -0.204 -0.862 1.602
```

Results
SMILES string: CC(C)=O.NC=O
Orbital gap, eV: 10.199

Löwdin population analysis, charges in e, atoms 1 to 4: C -0.541; C -0.451; C -0.036; C -0.038


Order of stability, best first: 1, 2


--- 1 ---
A cluster of 2 separate species, C4H9NO2 in total. Source: the Open Molecules 2025 dataset; level of theory: ωB97M-V with the def2-TZVPD basis set.

Geometry as XYZ:
```
16
Properties=species:S:1:pos:R:3
C 1.079 -0.287 -0.090
C 0.646 -1.181 -1.163
C 2.158 -0.733 0.796
C -2.369 1.437 -0.202
N -0.617 0.475 1.126
O -0.502 1.537 1.637
O -1.694 0.279 0.203
H 0.692 -0.685 -2.118
H 1.117 -2.219 -1.188
H -0.531 -1.272 -0.953
H 2.997 -0.696 0.076
H 2.471 -0.032 1.533
H 2.293 -1.718 1.096
H -2.140 2.402 0.317
H -3.389 1.246 0.171
H -2.210 1.449 -1.243
```

Results
Orbital gap (alpha / beta), eV: 7.647 / 7.645

Löwdin population analysis, charges in e, atoms 1 to 4: C -0.110; C -0.155; C -0.135; C -0.100


--- 2 ---
The molecule C4H9NO2. Source: the Open Molecules 2025 dataset; level of theory: ωB97M-V with the def2-TZVPD basis set.

Geometry as XYZ:
```
16
Properties=species:S:1:pos:R:3
O 1.850 1.019 -1.114
C 1.602 -0.147 -1.202
C 0.335 -0.799 -0.699
C -0.758 0.160 -0.122
C -0.290 1.195 0.946
O -1.395 2.086 1.150
N 0.476 -2.082 -0.011
H 2.256 -0.929 -1.672
H -0.092 -1.042 -1.718
H -1.679 -0.312 0.230
H -1.200 0.876 -0.807
H 0.510 1.914 0.844
H -0.039 0.800 1.953
H -2.249 1.692 1.297
H -0.450 -2.429 0.171
H 1.124 -2.000 0.755
```

Results
SMILES string: N[C@H](C=O)CCO
Orbital gap, eV: 10.270

Löwdin population analysis, charges in e, atoms 1 to 4: O 0.075; C -0.236; C -0.365; C -0.119


Order of stability, best first: 2, 1


--- 1 ---
The molecule C22H24N4O2. Source: the Open Molecules 2025 dataset; level of theory: ωB97M-V with the def2-TZVPD basis set.

Geometry as XYZ:
```
52
Properties=species:S:1:pos:R:3
O -1.627 -3.376 -0.691
C -0.631 -2.680 -0.752
N -0.584 -1.478 -1.373
H 0.312 -1.017 -1.417
C -1.702 -0.825 -1.999
H -1.403 -0.533 -3.012
H -2.511 -1.554 -2.075
C -2.214 0.449 -1.260
N -1.193 1.285 -0.646
C -0.627 0.825 0.609
C 0.146 1.978 1.258
N 1.219 2.400 0.377
C 2.398 1.662 0.354
C 3.109 1.403 -0.823
C 4.309 0.717 -0.801
C 4.844 0.260 0.390
C 4.162 0.522 1.567
C 2.967 1.211 1.552
H 2.482 1.416 2.494
H 4.567 0.189 2.512
H 5.778 -0.281 0.403
H 4.826 0.531 -1.732
H 2.736 1.733 -1.780
C 0.633 2.876 -0.858
C -0.181 1.779 -1.557
H -0.679 2.195 -2.437
H 0.512 0.989 -1.896
H 1.406 3.269 -1.518
H -0.039 3.699 -0.597
H 0.530 1.662 2.224
H -0.522 2.830 1.411
H -1.440 0.503 1.262
H 0.075 -0.016 0.491
C -3.304 0.207 -0.239
C -4.045 1.311 0.181
C -5.042 1.148 1.124
C -5.264 -0.128 1.622
N -4.567 -1.180 1.238
C -3.614 -1.023 0.333
H -3.091 -1.932 0.072
H -6.030 -0.317 2.363
H -5.632 1.986 1.463
H -3.828 2.285 -0.232
H -2.665 1.074 -2.047
C 0.653 -3.053 -0.137
C 1.021 -4.188 0.537
C 2.359 -3.989 0.941
C 2.710 -2.752 0.491
O 1.691 -2.176 -0.161
H 3.615 -2.181 0.570
H 2.975 -4.670 1.492
H 0.402 -5.043 0.711
```

Results
SMILES string: O=C(NC[C@@H](c1cccnc1)N1CCN(c2ccccc2)CC1)c1ccco1
Orbital gap, eV: 8.428

Löwdin population analysis, charges in e, atoms 1 to 4: O 0.065; C -0.432; N 0.085; H 0.117


--- 2 ---
The molecule C22H24N4O2. Source: the Open Molecules 2025 dataset; level of theory: ωB97M-V with the def2-TZVPD basis set.

Geometry as XYZ:
```
52
Properties=species:S:1:pos:R:3
C -1.668 2.901 -6.028
H -1.504 1.899 -6.417
H -2.505 2.877 -5.333
H -1.938 3.548 -6.859
C -0.412 3.432 -5.351
C 0.100 2.608 -4.197
C 1.286 2.988 -3.581
C 1.814 2.286 -2.512
C 1.149 1.165 -2.031
C -0.037 0.769 -2.646
C -0.552 1.482 -3.711
H -1.471 1.142 -4.160
H -0.537 -0.115 -2.279
O 1.549 0.402 -0.973
C 2.796 0.667 -0.360
C 2.971 -0.323 0.761
C 1.868 -0.653 1.534
C 1.970 -1.585 2.560
C 3.211 -2.152 2.836
C 4.316 -1.816 2.077
C 4.197 -0.914 1.032
H 5.059 -0.664 0.430
H 5.274 -2.264 2.291
H 3.284 -2.859 3.648
C 0.809 -2.004 3.406
O 0.938 -2.435 4.528
N -0.402 -1.851 2.784
N -1.552 -2.268 3.354
C -2.663 -2.038 2.782
C -2.924 -1.289 1.557
C -2.496 -0.018 1.182
N -3.062 0.235 -0.020
N -3.808 -0.782 -0.448
C -3.750 -1.701 0.490
H -4.269 -2.632 0.379
C -2.965 1.440 -0.789
H -3.388 2.283 -0.238
H -1.926 1.662 -1.041
H -3.532 1.288 -1.705
C -1.691 1.009 1.892
H -2.303 1.889 2.095
H -1.326 0.624 2.840
H -0.846 1.332 1.282
H -3.520 -2.485 3.268
H -0.433 -1.510 1.824
H 0.937 -0.156 1.315
H 3.612 0.573 -1.089
H 2.810 1.692 0.047
H 2.740 2.619 -2.069
H 1.815 3.858 -3.945
H 0.387 3.509 -6.095
H -0.604 4.447 -4.988
```

Results
SMILES string: CCc1ccc(OCc2cccc(C(=O)N/N=C\c3cnn(C)c3C)c2)cc1
Orbital gap, eV: 9.177

Löwdin population analysis, charges in e, atoms 1 to 4: C -0.116; H 0.076; H 0.072; H 0.071


Order of stability, best first: 1, 2